No. 1
DFT (wB97M-V/def2-TZVPD) results for 13 unconnected molecules or ions with the total composition C43H60O35.

The calculation puts the relative energy (zero: lowest compared OMol25 entry of this formula, charge and spin) at 8.7 kcal/mol. The value obtained for the HOMO energy is -10.1 eV. The LUMO energy is 0.363 eV. The HOMO-LUMO gap comes out at 10.5 eV. The calculated total energy comes out at -117227.351 eV.

Last column: Löwdin charge in e.
Geometry (Å):
O 10.750 17.984 21.156  0.138
C 11.914 17.894 21.217  -0.446
O 12.527 16.993 22.083  -0.002
C 13.967 17.150 21.946  -0.134
C 14.204 17.850 20.595  -0.180
C 12.989 18.663 20.326  -0.062
H 14.432 16.180 21.924  0.111
H 14.203 17.846 22.765  0.132
H 14.396 16.999 19.937  0.089
H 15.159 18.377 20.722  0.107
H 12.573 18.646 19.263  0.129
H 13.073 19.698 20.679  0.123
O 15.485 13.545 19.732  0.101
C 14.314 13.302 19.895  -0.516
O 13.452 14.206 20.344  0.016
C 12.169 13.553 20.498  -0.111
C 12.209 12.284 19.570  -0.121
C 13.707 11.971 19.469  -0.054
H 11.335 14.194 20.233  0.126
H 12.112 13.326 21.532  0.111
H 11.724 12.588 18.595  0.124
H 11.598 11.519 20.040  0.106
H 14.034 11.822 18.430  0.109
H 13.992 11.219 20.148  0.112
O 19.549 17.624 13.713  0.092
C 19.368 17.019 14.778  -0.470
O 19.333 17.632 15.954  0.046
C 19.222 16.679 17.010  -0.164
C 19.577 15.346 16.423  -0.118
C 19.126 15.589 14.956  -0.054
H 18.211 16.768 17.371  0.110
H 19.875 16.948 17.897  0.147
H 18.981 14.630 16.937  0.105
H 20.635 15.064 16.512  0.127
H 18.065 15.417 14.882  0.118
H 19.611 14.999 14.131  0.158
O 14.135 19.002 12.023  0.099
C 13.370 19.745 12.608  -0.507
O 12.099 20.033 12.201  -0.013
C 11.579 21.217 12.913  -0.117
C 12.379 21.355 14.197  -0.105
C 13.691 20.550 13.757  -0.066
H 10.473 21.087 12.930  0.130
H 11.876 22.035 12.192  0.137
H 11.915 20.832 15.062  0.088
H 12.504 22.393 14.523  0.116
H 13.982 19.700 14.504  0.151
H 14.592 21.137 13.555  0.132
C 14.756 16.118 16.266  -0.051
C 13.643 15.788 17.280  -0.089
O 13.499 14.395 17.170  0.061
C 14.571 13.872 16.596  -0.614
O 14.838 12.707 16.515  0.140
O 15.297 14.780 15.971  0.049
H 15.617 16.806 16.568  0.126
H 14.379 16.497 15.329  0.108
H 12.713 16.280 17.049  0.110
H 13.979 16.006 18.321  0.112
C 16.484 19.818 18.830  -0.080
C 16.637 20.644 17.581  -0.073
O 15.264 21.016 17.378  0.088
C 14.604 20.946 18.504  -0.615
O 13.436 21.115 18.716  0.130
O 15.341 20.448 19.488  0.045
H 17.328 19.754 19.500  0.134
H 16.146 18.805 18.535  0.131
H 16.886 20.165 16.657  0.117
H 17.188 21.594 17.643  0.144
C 16.987 10.191 15.883  -0.102
C 16.691 10.791 14.490  -0.026
O 15.332 10.268 14.344  0.066
C 15.104 9.320 15.181  -0.655
O 14.124 8.634 15.111  0.137
O 16.066 9.152 16.089  0.093
H 16.783 10.876 16.626  0.097
H 17.958 9.762 15.968  0.127
H 17.262 10.449 13.625  0.141
H 16.669 11.830 14.472  0.094
C 10.316 20.265 18.307  -0.125
C 10.393 21.699 18.015  -0.067
O 10.096 21.674 16.584  0.066
C 9.455 20.577 16.297  -0.586
O 9.037 20.361 15.171  0.127
O 9.358 19.771 17.378  0.073
H 10.054 19.922 19.270  0.124
H 11.273 19.780 18.026  0.124
H 11.267 22.297 18.210  0.121
H 9.492 22.243 18.394  0.149
C 14.867 13.456 12.238  -0.077
C 15.542 14.727 12.698  -0.086
O 16.943 14.500 12.475  0.069
C 17.093 13.353 11.841  -0.653
O 18.144 12.914 11.556  0.161
O 15.931 12.769 11.528  0.080
H 13.935 13.768 11.703  0.135
H 14.640 12.735 12.995  0.095
H 15.326 14.915 13.716  0.096
H 15.272 15.598 12.023  0.151
C 8.844 17.284 14.214  -0.067
C 8.778 16.890 15.690  -0.088
O 10.089 17.179 16.220  0.027
C 10.818 17.817 15.226  -0.582
O 11.908 18.284 15.363  0.143
O 10.195 17.768 14.053  0.031
H 8.295 18.223 14.080  0.124
H 8.743 16.500 13.481  0.119
H 8.558 15.830 15.812  0.129
H 8.086 17.433 16.244  0.101
C 17.533 18.234 11.633  -0.058
C 17.998 19.549 12.279  -0.098
O 17.245 19.636 13.512  0.035
C 16.686 18.431 13.774  -0.603
O 16.158 18.223 14.831  0.112
O 16.751 17.627 12.718  0.037
H 18.285 17.511 11.393  0.116
H 16.935 18.418 10.719  0.135
H 17.659 20.424 11.730  0.125
H 19.040 19.637 12.575  0.116
C 10.888 11.855 14.533  -0.045
C 12.297 12.041 13.882  -0.082
O 12.683 13.384 14.248  0.031
C 11.640 13.983 14.856  -0.572
O 11.653 15.119 15.226  0.162
O 10.581 13.194 14.983  0.082
H 10.897 11.226 15.370  0.108
H 10.157 11.489 13.854  0.121
H 12.204 12.009 12.808  0.104
H 13.095 11.324 14.131  0.121
C 11.969 16.633 10.257  -0.102
C 10.745 17.119 11.051  -0.100
O 10.242 15.925 11.649  0.046
C 11.194 14.924 11.484  -0.502
O 11.172 13.848 11.965  0.177
O 12.169 15.302 10.635  0.075
H 12.790 17.268 10.589  0.113
H 11.949 16.734 9.195  0.123
H 9.876 17.602 10.619  0.134
H 10.956 17.882 11.772  0.086



No. 2
DFT (wB97M-V/def2-TZVPD) results for a molecular structure, C43H62ClCsN2O5.

The calculation puts the relative energy (zero: lowest compared OMol25 entry of this formula, charge and spin) at 0.0 kcal/mol. As for the total charge: -2. The value obtained for the HOMO energy is -1.7 eV. The LUMO energy is 3.682 eV. The HOMO-LUMO gap comes out at 5.4 eV. The calculated total energy comes out at -71889.634 eV.

Last column: Löwdin charge in e.
Geometry (Å):
Cs -1.450 -0.554 -0.672  1.344
C -2.247 -3.211 -2.696  -0.124
N -1.544 -2.144 -3.392  -0.317
C -2.282 -1.727 -4.571  -0.109
C -0.186 -2.508 -3.767  -0.210
C 0.731 -2.931 -2.624  -0.210
N 1.105 -1.912 -1.653  -0.189
C 1.982 -0.901 -2.267  -0.154
C 2.428 0.231 -1.384  -0.138
C 3.727 0.305 -0.918  -0.033
C 4.167 1.320 -0.071  -0.210
C 3.203 2.254 0.330  -0.017
C 1.885 2.235 -0.104  -0.088
C 1.483 1.268 -1.085  -0.379
O 0.325 1.282 -1.632  -0.294
C 0.825 3.175 0.486  -0.516
C -0.244 2.368 1.264  -0.036
C 0.145 4.025 -0.600  -0.048
C 1.443 4.152 1.496  -0.082
C 5.626 1.373 0.381  -0.560
C 6.539 1.586 -0.836  -0.063
C 5.881 2.512 1.371  -0.072
C 6.023 0.059 1.073  -0.053
C 1.675 -2.563 -0.451  -0.134
C 1.123 -2.169 0.904  -0.157
C 1.915 -1.477 1.802  -0.002
C 1.478 -1.156 3.088  -0.188
C 0.160 -1.487 3.397  -0.004
C -0.705 -2.166 2.537  -0.107
C -0.190 -2.628 1.275  -0.466
O -0.899 -3.299 0.432  -0.205
C -2.153 -2.464 2.968  -0.525
C -2.416 -2.018 4.413  -0.086
C -2.400 -3.983 2.908  -0.059
C -3.228 -1.760 2.106  -0.073
C 2.430 -0.490 4.085  -0.550
C 3.665 -1.383 4.281  -0.059
C 1.785 -0.280 5.457  -0.076
C 2.887 0.875 3.560  -0.048
H -2.283 -4.134 -3.303  0.088
H -3.269 -2.886 -2.496  0.085
H -1.767 -3.435 -1.740  0.046
H -2.339 -2.534 -5.325  0.083
H -1.795 -0.864 -5.028  0.086
H -3.293 -1.438 -4.284  0.073
H 0.247 -1.662 -4.304  0.109
H -0.205 -3.359 -4.477  0.117
H 1.631 -3.354 -3.117  0.120
H 0.266 -3.741 -2.063  0.100
H 1.430 -0.470 -3.104  0.107
H 2.887 -1.401 -2.670  0.118
H 4.425 -0.476 -1.219  0.105
H 3.501 3.005 1.048  0.078
H -0.939 1.795 0.647  0.010
H -0.857 3.076 1.833  0.083
H 0.236 1.681 1.966  0.076
H -0.329 3.381 -1.338  0.066
H 0.888 4.651 -1.105  0.082
H -0.609 4.675 -0.145  0.078
H 1.891 3.632 2.346  0.067
H 0.657 4.809 1.879  0.076
H 2.209 4.775 1.026  0.080
H 6.284 2.525 -1.333  0.084
H 6.414 0.779 -1.560  0.073
H 7.594 1.623 -0.540  0.071
H 5.665 3.485 0.926  0.082
H 6.933 2.501 1.674  0.076
H 5.266 2.396 2.266  0.072
H 5.870 -0.800 0.419  0.074
H 5.413 -0.089 1.968  0.062
H 7.077 0.079 1.370  0.075
H 2.764 -2.415 -0.439  0.116
H 1.499 -3.638 -0.540  0.113
H 2.905 -1.163 1.474  0.107
H -0.207 -1.190 4.368  0.072
H -1.743 -2.517 5.116  0.079
H -3.443 -2.280 4.681  0.076
H -2.306 -0.937 4.524  0.083
H -1.721 -4.502 3.591  0.082
H -2.217 -4.343 1.897  0.067
H -3.430 -4.212 3.204  0.073
H -3.138 -0.669 2.142  0.085
H -4.214 -2.028 2.499  0.079
H -3.178 -2.106 1.073  0.038
H 3.366 -2.357 4.675  0.084
H 4.371 -0.922 4.982  0.075
H 4.183 -1.549 3.335  0.062
H 1.453 -1.227 5.889  0.082
H 0.927 0.393 5.392  0.083
H 2.516 0.170 6.136  0.075
H 3.324 0.791 2.564  0.057
H 3.629 1.323 4.233  0.082
H 2.034 1.552 3.484  0.074
C -7.312 1.350 -3.902  -0.040
C -5.860 1.745 -3.972  -0.185
C -5.485 2.890 -4.670  -0.085
C -4.156 3.258 -4.753  -0.665
Cl -3.719 4.702 -5.644  0.603
C -3.171 2.494 -4.148  -0.082
C -3.538 1.354 -3.455  0.004
C -4.871 0.974 -3.358  -0.248
O -5.183 -0.199 -2.722  -0.075
C -5.860 -0.078 -1.451  -0.091
C -5.190 0.908 -0.463  -0.706
O -5.970 1.504 0.296  -0.041
O -3.943 0.960 -0.581  -0.179
H -7.868 1.793 -4.730  0.070
H -7.760 1.692 -2.966  0.084
H -7.418 0.266 -3.942  0.081
H -6.242 3.495 -5.156  0.101
H -2.132 2.790 -4.194  0.111
H -2.774 0.770 -2.961  0.077
H -5.815 -1.079 -1.020  0.123
H -6.904 0.202 -1.590  0.092